1.
The following is a DFT calculation (wB97M-V/def2-TZVPD) of 7 unconnected molecules or ions with the total composition C12H40BO12 at a distorted geometry.

M: 387.25 g/mol
Total charge: -1
Spin multiplicity: 1

Each line ends with the natural charge from an NBO analysis.
Cartesian coordinates (Å):
1 B 0.82288 -0.76652 0.84195  -0.84
2 H 0.19256 -1.61230 1.06907  -0.03
3 H 1.75254 -1.12531 0.42813  -0.05
4 H 0.39084 -0.06416 0.14604  -0.03
5 H 0.96673 -0.15077 1.71624  -0.03
6 C -5.05780 -2.83402 5.61770  -0.10
7 C -4.59706 -1.41924 4.94931  -0.07
8 O -4.05633 -1.49081 3.70542  -0.71
9 O -3.95196 -3.73033 5.67803  -0.72
10 H -5.77336 -3.41421 5.03507  0.18
11 H -5.41706 -2.64600 6.62946  0.15
12 H -3.84479 -0.88011 5.52512  0.15
13 H -5.51638 -0.83532 4.90489  0.16
14 H -3.12639 -1.72906 3.71375  0.49
15 H -3.35998 -3.32967 6.31882  0.45
16 C -1.20676 6.43139 2.33477  -0.10
17 C -1.19829 4.92636 1.91382  -0.08
18 O 0.10906 4.43969 1.68324  -0.76
19 O -0.50848 6.44219 3.61652  -0.72
20 H -2.26632 6.62231 2.50502  0.18
21 H -0.78751 6.97402 1.48749  0.17
22 H -1.77886 4.96994 0.99234  0.15
23 H -1.45095 4.22729 2.71104  0.19
24 H 0.14230 3.48923 1.55242  0.50
25 H 0.37243 6.25629 3.28330  0.47
26 C -2.43824 2.61500 -4.03147  -0.09
27 C -1.67717 3.86985 -3.70752  -0.09
28 O -1.57540 4.60878 -4.95377  -0.73
29 O -2.62225 1.89902 -2.81971  -0.70
30 H -1.90159 2.06551 -4.80487  0.16
31 H -3.43609 2.95936 -4.30318  0.18
32 H -0.71175 3.73096 -3.22092  0.17
33 H -2.27627 4.54017 -3.09120  0.17
34 H -0.62936 4.55533 -5.10797  0.46
35 H -1.72657 1.59236 -2.66069  0.47
36 C -1.56174 -5.54279 -1.98106  -0.10
37 C -2.68073 -6.04904 -2.85571  -0.08
38 O -3.68333 -6.79936 -2.15762  -0.73
39 O -2.15075 -4.66342 -1.00326  -0.73
40 H -0.83599 -5.03536 -2.61660  0.18
41 H -1.15704 -6.46658 -1.56759  0.16
42 H -2.34779 -6.63607 -3.71166  0.17
43 H -3.11024 -5.08963 -3.14405  0.17
44 H -3.58712 -6.54315 -1.23745  0.47
45 H -1.41016 -4.25420 -0.54975  0.49
46 C 5.26678 1.44696 2.01360  -0.10
47 C 5.88808 0.15827 2.38874  -0.09
48 O 4.98843 -0.69216 3.02441  -0.72
49 O 4.60092 1.27369 0.78722  -0.73
50 H 5.88654 2.30485 1.75280  0.18
51 H 4.58275 1.77857 2.79476  0.17
52 H 6.61621 0.28674 3.18962  0.17
53 H 6.28162 -0.36637 1.51812  0.17
54 H 4.20815 -0.77588 2.47145  0.47
55 H 3.86145 0.67379 0.90936  0.48
56 C 4.63689 -0.89499 -4.22531  -0.10
57 C 3.21539 -1.37809 -4.44197  -0.09
58 O 2.25255 -0.64312 -3.77189  -0.72
59 O 5.27313 -1.19415 -3.00611  -0.71
60 H 4.69049 0.18621 -4.35267  0.16
61 H 5.29207 -1.25657 -5.01784  0.17
62 H 3.06791 -2.43766 -4.23301  0.16
63 H 2.94167 -1.18193 -5.47864  0.17
64 H 2.33323 -0.68933 -2.81640  0.48
65 H 4.78433 -0.70648 -2.33912  0.47

=====

2.
The following is a DFT calculation (wB97M-V/def2-TZVPD) of 9 unconnected molecules or ions with the total composition C38H45N9 at a distorted geometry.

M: 627.84 g/mol
Structure (SMILES): c1cc[nH]c1.c1cc[nH]c1.c1cc[nH]c1.c1cc[nH]c1.c1cc[nH]c1.c1cc[nH]c1.c1cc[nH]c1.c1ccncc1.c1ccncc1
Spin multiplicity: 1

Each line ends with the Löwdin charge.
Cartesian coordinates (Å):
1 C 2.38937 1.33933 4.98707  -0.13
2 C 2.56411 1.79756 6.35313  -0.09
3 C 2.05182 0.76683 7.11129  -0.13
4 N 1.33571 -0.01469 6.23316  -0.02
5 C 1.57534 0.23040 4.89730  -0.12
6 H 2.84564 1.66754 4.06484  0.08
7 H 3.16856 2.64244 6.64847  0.08
8 H 2.08052 0.60425 8.17860  0.10
9 H 0.86386 -0.87232 6.48198  0.10
10 H 1.18170 -0.35458 4.07922  0.09
11 C -0.48306 -2.72880 5.64325  -0.14
12 C -1.30293 -2.08079 4.70894  -0.12
13 C -2.60552 -2.02193 5.24327  -0.12
14 N -2.49721 -2.12824 6.59904  0.03
15 C -1.22344 -2.68085 6.78969  -0.16
16 H 0.54338 -3.04094 5.51919  0.11
17 H -0.88769 -1.89662 3.72911  0.07
18 H -3.54936 -1.71488 4.81749  0.09
19 H -3.19978 -2.05620 7.32106  0.15
20 H -0.87991 -3.01210 7.75854  0.10
21 C -3.79404 2.91037 -1.82030  -0.12
22 C -3.68545 4.02785 -2.73733  -0.09
23 C -3.22759 4.99262 -1.93192  -0.16
24 N -2.74559 4.45133 -0.75526  0.01
25 C -3.17192 3.18877 -0.64486  -0.17
26 H -4.22966 1.92930 -1.93925  0.09
27 H -4.12189 4.23910 -3.70237  0.10
28 H -3.11620 6.05279 -2.10522  0.11
29 H -2.20209 4.92602 -0.04859  0.15
30 H -3.03798 2.52849 0.19924  0.09
31 C 0.19480 4.28513 -6.73092  -0.09
32 C -0.24991 3.94277 -5.38052  -0.10
33 C 0.38919 2.81519 -4.98272  -0.17
34 N 1.08747 2.43679 -6.01564  -0.02
35 C 1.10992 3.36171 -7.00500  -0.17
36 H -0.10313 5.19115 -7.23764  0.09
37 H -1.01584 4.51268 -4.87560  0.08
38 H 0.29654 2.18272 -4.11220  0.11
39 H 1.52323 1.52960 -6.10062  0.15
40 H 1.70966 3.28586 -7.89997  0.11
41 C 4.42997 -1.86515 -3.58323  -0.12
42 C 3.91733 -1.60791 -4.84571  -0.11
43 C 5.01817 -1.72263 -5.70672  -0.14
44 N 6.17818 -2.01811 -5.02100  0.00
45 C 5.84008 -2.09436 -3.73790  -0.14
46 H 3.76006 -2.05585 -2.75784  0.08
47 H 2.87140 -1.43255 -5.04989  0.09
48 H 5.19746 -1.59683 -6.76428  0.10
49 H 7.07127 -2.28324 -5.41111  0.16
50 H 6.62059 -2.49348 -3.10709  0.11
51 C 0.89463 -1.73118 -0.47211  -0.13
52 C 0.69904 -1.08797 -1.74821  -0.10
53 C -0.19238 -0.03496 -1.44504  -0.09
54 N -0.63139 -0.18495 -0.12303  0.03
55 C 0.04901 -1.17909 0.49787  -0.19
56 H 1.54579 -2.54529 -0.18994  0.10
57 H 1.14479 -1.45009 -2.66286  0.09
58 H -0.64773 0.64155 -2.15312  0.10
59 H -1.31760 0.35211 0.38764  0.12
60 H 0.00194 -1.32466 1.56698  0.10
61 C -2.60990 -5.59171 -0.47074  -0.15
62 C -2.24971 -5.14280 -1.70371  -0.13
63 C -1.58269 -3.92322 -1.53846  -0.11
64 N -1.48965 -3.69361 -0.18769  0.03
65 C -2.08943 -4.73504 0.47528  -0.14
66 H -3.27006 -6.43846 -0.35404  0.09
67 H -2.55592 -5.57219 -2.64618  0.09
68 H -1.06258 -3.28519 -2.23760  0.09
69 H -0.98768 -2.92231 0.22852  0.08
70 H -2.18319 -4.76268 1.55085  0.10
71 C 4.60758 1.33910 -1.45335  -0.05
72 C 3.38835 0.77024 -0.92046  -0.04
73 C 2.68791 1.37551 0.17706  -0.11
74 N 3.18459 2.53683 0.67938  0.05
75 C 4.20521 3.16093 0.04756  -0.17
76 C 4.93278 2.60930 -0.97278  -0.10
77 H 5.09830 0.87823 -2.29785  0.09
78 H 3.12429 -0.14508 -1.42925  0.05
79 H 1.84365 0.83501 0.57894  0.08
80 H 4.57858 4.12146 0.37062  0.10
81 H 5.80461 3.15141 -1.30807  0.10
82 C -5.79850 -0.03108 2.29561  -0.04
83 C -4.72544 0.93606 2.63457  -0.03
84 C -3.48828 0.41191 2.33056  -0.20
85 N -3.17558 -0.84675 1.92363  0.07
86 C -4.21316 -1.71426 1.87349  -0.15
87 C -5.51821 -1.33819 1.97740  -0.09
88 H -6.81828 0.27094 2.48328  0.09
89 H -4.77445 1.89556 3.12788  0.10
90 H -2.63269 1.03900 2.53340  0.10
91 H -3.94592 -2.68034 1.47139  0.09
92 H -6.31594 -2.02969 1.74968  0.11

=====

3.
The following is a DFT calculation (wB97M-V/def2-TZVPD) of a molecular structure, C19H10IrN4O2S2.

M: 582.67 g/mol
Total charge: -1
Spin multiplicity: 1

Each line ends with the natural charge from an NBO analysis.
Cartesian coordinates (Å):
1 Ir 0.12614 -1.32353 0.84362  0.76
2 C 4.43695 -1.64713 0.33307  -0.18
3 C 4.79188 -0.30761 0.16044  -0.26
4 C 3.80583 0.65823 0.12533  -0.19
5 C 2.46976 0.27691 0.26877  -0.10
6 C 2.09785 -1.05301 0.47357  -0.15
7 C 3.11126 -2.01552 0.48968  -0.26
8 C 1.33394 1.18494 0.15618  0.24
9 C 1.48174 2.58743 0.01385  -0.25
10 C 0.39401 3.37159 -0.15835  -0.12
11 C -0.88393 2.77900 -0.25730  -0.14
12 C -2.03836 3.54660 -0.53426  -0.18
13 C -3.25181 2.94399 -0.68636  -0.21
14 C -3.34830 1.54265 -0.57686  -0.21
15 C -2.25186 0.78069 -0.28793  -0.14
16 C -0.99128 1.37965 -0.10352  0.24
17 N 0.12674 0.61052 0.19050  -0.39
18 H 5.21096 -2.40583 0.35055  0.20
19 H 5.83105 -0.02770 0.04282  0.20
20 H 4.07932 1.69608 -0.02425  0.19
21 H 2.85766 -3.05814 0.63682  0.22
22 H 2.47364 3.01111 0.06461  0.22
23 H 0.48884 4.44826 -0.23966  0.21
24 H -1.93433 4.62096 -0.63165  0.20
25 H -4.13314 3.53368 -0.90297  0.21
26 H -4.30237 1.05375 -0.72646  0.22
27 H -2.33669 -0.28431 -0.21876  0.24
28 S -2.11942 -1.99684 1.45964  -0.20
29 C -2.70377 -2.59069 -0.06901  -0.31
30 C -4.06928 -3.03873 -0.10090  0.28
31 N -5.17043 -3.37484 -0.09954  -0.35
32 C -1.96694 -2.58118 -1.20930  -0.32
33 S -0.30746 -2.03876 -1.29867  -0.06
34 C -2.53493 -3.02453 -2.45165  0.28
35 N -2.97828 -3.39168 -3.44866  -0.35
36 O 0.73405 -2.89507 2.32715  -0.43
37 N 0.87597 -2.06927 3.24384  0.35
38 O 0.59500 -0.90166 2.84562  -0.47

=====

4.
The following is a DFT calculation (wB97M-V/def2-TZVPD) of a single C5H9NO6 molecule.

M: 179.13 g/mol
Structure (SMILES): O=C(O)C(O)(O)[C@H](O)C/C=N/O
Spin multiplicity: 1

Each line ends with the natural charge from an NBO analysis.
Cartesian coordinates (Å):
1 O 1.16998 -2.63205 -0.21235  -0.58
2 C 1.28083 -1.56339 0.32092  0.77
3 O 1.35518 -1.38986 1.63415  -0.69
4 C 1.43256 -0.27326 -0.50937  0.38
5 O 1.04552 -0.53038 -1.82066  -0.71
6 O 2.82394 -0.07649 -0.40936  -0.70
7 C 0.68225 1.00078 -0.03988  0.08
8 O 0.98919 1.34756 1.27970  -0.71
9 C -0.83047 1.00852 -0.33444  -0.48
10 C -1.63250 -0.12880 0.19413  0.03
11 N -2.74604 -0.38782 -0.34137  -0.12
12 O -3.46817 -1.43508 0.21539  -0.56
13 H 1.42139 -2.25000 2.08243  0.51
14 H 1.17883 -1.47634 -2.01008  0.50
15 H 3.04922 0.81952 -0.69059  0.48
16 H 1.10529 1.80999 -0.65280  0.19
17 H 0.81946 0.59855 1.86391  0.48
18 H -0.98332 1.07809 -1.41114  0.25
19 H -1.21234 1.92932 0.11882  0.24
20 H -1.25522 -0.68069 1.05923  0.16
21 H -4.25065 -1.50710 -0.34756  0.48

=====

We obtain HOMO-LUMO gap values of 7.8 8.1 6.0 10.4 eV for the records listed above, in that order.
We obtain energy above the lowest of the compared OMol25 structures with the same formula, charge and spin values of 116.9 77.4 2.6 15.3 kcal/mol for the records listed above, in that order.